(1)
C33H40IrN2O5P2S | ωB97M-V with the def2-TZVPD basis set

The geometry in XYZ format:
```
84
Properties=species:S:1:pos:R:3:lowdin_spin:R:1
Ir -0.07833 0.64490 0.80202 0.270
O -2.26598 0.34408 1.89577 0.461
C -1.81797 1.18162 1.18072 0.105
C -2.20578 2.59620 0.88403 0.037
C -3.16139 3.25367 1.64338 0.003
C -3.39204 4.60350 1.37636 0.002
C -2.67004 5.25020 0.36795 -0.004
C -1.73840 4.55406 -0.39851 0.001
C -1.53871 3.21390 -0.12391 -0.001
P -0.52481 2.01002 -0.93238 0.002
C -1.63512 1.19914 -2.10647 0.003
C -1.17479 0.05763 -2.76924 0.002
C -1.97413 -0.56367 -3.71217 0.000
C -3.23871 -0.06026 -3.99395 0.002
C -3.69999 1.07212 -3.34019 0.000
C -2.89984 1.70829 -2.40178 0.002
C 0.67488 2.90526 -1.93160 0.001
C 0.44326 3.15295 -3.28325 0.000
C 1.36439 3.88680 -4.01719 0.000
C 2.50975 4.37783 -3.40880 0.000
C 2.74399 4.13872 -2.05997 0.000
C 1.83341 3.40079 -1.32467 0.000
H -3.68645 2.73364 2.43313 0.001
H -4.11872 5.15112 1.96100 0.001
H -2.84026 6.30142 0.17443 0.000
H -1.19450 5.04436 -1.19751 0.000
H -0.20011 -0.35128 -2.53890 0.000
H -1.61195 -1.44240 -4.22972 0.000
H -3.86357 -0.54954 -4.72976 0.000
H -4.68175 1.46815 -3.56418 0.000
H -3.26737 2.59998 -1.91364 0.000
H -0.44541 2.76771 -3.76577 0.000
H 1.18650 4.07189 -5.06805 0.000
H 3.22386 4.94967 -3.98650 0.000
H 3.63559 4.53039 -1.58735 0.000
H 2.01156 3.21627 -0.27068 0.000
C 5.56579 1.86244 3.07229 0.000
C 4.36324 1.46616 2.29397 -0.002
C 4.35546 0.56949 1.25617 0.004
C 3.14643 0.26055 0.61062 0.007
N 2.02415 0.85459 1.00687 0.063
C 2.02149 1.74214 2.01957 0.001
S 0.49050 2.37503 2.33601 -0.006
N 3.17797 2.03861 2.64625 0.001
C 3.04449 -0.69600 -0.51803 0.000
H 6.45388 1.37815 2.67782 0.000
H 5.44724 1.57434 4.11917 0.000
H 5.70777 2.94425 3.03356 0.000
H 5.27804 0.10785 0.93846 0.001
H 3.15011 2.68787 3.42476 0.000
H 4.01580 -1.07644 -0.81971 0.000
H 2.55465 -0.20213 -1.36079 0.000
H 2.39344 -1.52269 -0.21969 0.000
C 1.40084 -4.36664 -0.22996 0.000
C 1.47677 -4.09983 1.26129 0.000
C 2.91172 -4.05438 1.75003 0.000
C 0.66529 -5.09079 2.07800 0.000
O 0.97317 -2.71776 1.54427 0.001
P -0.33029 -1.99706 1.09444 0.001
O -0.64260 -0.94089 2.11385 0.018
O -0.12626 -1.13065 -0.21261 0.024
O -1.36333 -3.10943 0.87220 0.000
C -2.85006 -3.10628 0.70974 0.000
C -3.40582 -3.56740 2.04139 0.000
C -3.10108 -4.10470 -0.40261 0.000
C -3.33390 -1.71608 0.33871 0.000
H 1.83926 -5.34272 -0.44016 0.000
H 1.96009 -3.61602 -0.79362 0.000
H 0.36952 -4.38034 -0.58243 0.000
H 3.37578 -5.03014 1.60431 0.000
H 2.94612 -3.80970 2.81159 0.000
H 3.49543 -3.31717 1.19490 0.000
H 1.13650 -6.07243 2.00672 0.000
H -0.35461 -5.17565 1.71456 0.000
H 0.65095 -4.79634 3.12759 0.000
H -3.03966 -4.56329 2.28951 0.000
H -4.49456 -3.60524 1.98866 0.000
H -3.12253 -2.87573 2.83610 0.000
H -2.67784 -5.07725 -0.15054 0.000
H -2.66081 -3.75680 -1.33845 0.000
H -4.17485 -4.22614 -0.54863 0.000
H -3.18436 -1.02562 1.17106 0.000
H -4.40215 -1.76535 0.12673 0.000
H -2.82819 -1.34551 -0.55659 0.000
```

The LUMO energy (alpha / beta) is -6.307 / -7.695 eV. The calculation puts the energy above the lowest of the compared OMol25 structures with the same formula, charge and spin at 31.6 kcal/mol. The HOMO energy (alpha / beta) is -14.20 / -14.20 eV. The multiplicity is 2. The charge is +2. Its energy is -2952.0714 hartree.


(2)
C29H37NPSTeTl | ωB97M-V with the def2-TZVPD basis set

The geometry in XYZ format:
```
71
Properties=species:S:1:pos:R:3:lowdin_charge:R:1
Tl 0.29899 -0.42986 -1.33374 0.627
C -1.89549 0.14992 5.80201 -0.103
C -2.87772 -0.20752 4.88973 -0.095
C -2.53100 -0.48854 3.57658 -0.056
C -1.20751 -0.42806 3.13513 -0.198
C -0.22962 -0.06301 4.06665 -0.022
C -0.57248 0.22161 5.38082 -0.083
C -0.95318 -0.71462 1.69614 -0.136
C 0.18530 -0.83829 1.01063 -0.292
C 1.51985 -0.78602 1.63034 -0.339
C 2.39627 0.28593 1.43863 -0.080
C 3.69121 0.26141 1.94290 -0.087
C 4.15061 -0.84105 2.65106 -0.102
C 3.28739 -1.91314 2.86061 -0.094
C 1.99510 -1.88575 2.35782 -0.072
H -2.15672 0.37259 6.82882 0.096
H -3.91374 -0.26724 5.20021 0.098
H -3.30325 -0.76754 2.86676 0.098
H 0.80699 0.00366 3.76419 0.100
H 0.20289 0.50258 6.08315 0.100
H -1.88392 -0.83090 1.14221 0.033
H 2.05505 1.15896 0.88695 0.050
H 4.34763 1.10626 1.76725 0.104
H 5.16322 -0.86744 3.03303 0.096
H 3.62640 -2.77896 3.41857 0.101
H 1.32772 -2.72427 2.52488 0.119
S 4.75025 -3.46153 -0.52035 1.054
C 3.09370 -3.00650 -0.72213 -0.451
N 2.86705 -1.81845 -1.15937 -0.005
C 4.07168 -1.14411 -1.35650 -0.322
C 4.19435 0.17431 -1.79899 -0.022
C 5.45358 0.72120 -1.91630 -0.074
C 6.59723 -0.02840 -1.60072 -0.085
C 6.49182 -1.33469 -1.16897 -0.087
C 5.21511 -1.88379 -1.05035 -0.479
H 2.30392 -3.70359 -0.46923 0.088
H 3.30788 0.75208 -2.03357 0.080
H 5.56108 1.74535 -2.25040 0.104
H 7.57621 0.42275 -1.69931 0.103
H 7.37360 -1.91265 -0.92488 0.107
C -0.10460 5.04273 -0.97775 -0.469
Te 0.82038 3.14391 -1.18767 1.056
C 0.30666 3.00443 -3.24186 -0.481
H -1.18418 4.92788 -1.02932 -0.006
H 0.25428 5.69505 -1.77003 0.000
H 0.17944 5.45089 -0.00985 -0.006
H 0.87740 3.73222 -3.81336 -0.002
H -0.76199 3.18558 -3.34943 0.000
H 0.54050 1.99473 -3.57360 -0.038
C -4.60886 -2.65736 -0.87470 -0.157
C -4.54207 -1.13425 -0.74571 -0.426
P -2.95386 -0.45521 -1.37944 0.875
C -3.10261 1.32068 -0.91282 -0.423
C -4.39297 2.03582 -1.31011 -0.147
C -3.27660 -0.39261 -3.20381 -0.420
C -2.61822 -1.53634 -3.97952 -0.168
H -5.54890 -3.04729 -0.48173 0.068
H -3.78987 -3.13058 -0.33023 0.068
H -4.53538 -2.97103 -1.91861 0.055
H -4.61534 -0.84169 0.30610 0.072
H -5.37664 -0.66520 -1.27129 0.071
H -2.23040 1.81571 -1.35053 0.029
H -2.95110 1.37051 0.16942 0.076
H -4.63015 1.89204 -2.36577 0.062
H -4.31214 3.11059 -1.13600 0.067
H -5.24200 1.67658 -0.72710 0.064
H -2.89215 0.56692 -3.56041 0.074
H -4.35458 -0.39217 -3.38489 0.076
H -1.54202 -1.56263 -3.80388 0.027
H -2.77657 -1.42691 -5.05393 0.069
H -3.02292 -2.50575 -3.68243 0.057
```

The LUMO energy is 0.191 eV. The calculation puts the energy above the lowest of the compared OMol25 structures with the same formula, charge and spin at 3.2 kcal/mol. The HOMO energy is -6.65 eV. Its energy is -2361.9841 hartree.


(3)
C25H41BrN5O6PS | ωB97M-V with the def2-TZVPD basis set

The geometry in XYZ format:
```
80
Properties=species:S:1:pos:R:3:lowdin_charge:R:1
N -3.36678 4.37379 1.05546 -0.351
P -3.90154 4.19059 2.54944 0.698
C -3.05813 2.78740 3.41760 -0.343
C -2.88679 2.74270 4.87960 -0.092
C -2.19162 1.66434 5.56724 -0.015
C -1.62626 0.53344 4.80485 -0.220
C -1.79779 0.57445 3.33376 -0.401
C -2.48903 1.65588 2.65787 -0.079
S -1.03292 -0.83066 2.44645 0.983
C 0.50888 -1.03868 3.40736 -0.346
C 0.35061 -0.84402 4.86330 -0.218
C 1.50455 -0.94046 5.76084 0.001
C 2.80194 -1.23392 5.13371 -0.105
C 2.93792 -1.45995 3.70467 -0.567
Br 4.70708 -1.87820 3.00090 0.732
C 1.78318 -1.36815 2.78407 -0.214
C 1.91324 -1.60918 1.24165 -0.150
O 2.88702 -0.68901 0.65218 -0.146
N 2.51318 0.56700 1.09940 -0.030
O 3.46032 1.23265 1.31665 0.057
N -0.94163 -0.55248 5.44119 0.053
H -2.66753 3.65751 0.84288 -0.067
H -3.55925 5.38378 3.25418 0.001
H -5.32284 4.00084 2.46106 -0.001
H -3.29261 3.59609 5.47608 0.097
H -2.07547 1.64960 6.68216 0.108
H -2.60593 1.65462 1.55006 0.099
H 1.38964 -0.76384 6.85119 0.108
H 3.71826 -1.28475 5.77398 0.100
H 0.93990 -1.46961 0.71051 0.083
H 2.27440 -2.65695 1.05488 0.141
H -0.90693 -0.45639 6.45428 0.125
C 2.19588 4.68046 -5.39659 -0.113
O 3.55671 4.81897 -5.02801 -0.193
C 3.76262 5.47259 -3.77802 -0.209
C 4.16095 4.48596 -2.68382 -0.211
N 3.04689 3.62520 -2.29658 -0.048
C 3.42479 2.43298 -1.53032 -0.204
C 4.47533 1.47762 -2.11087 -0.214
O 4.03620 0.71864 -3.22980 -0.178
C 4.00169 1.42878 -4.45522 -0.098
H 2.16050 4.43933 -6.46047 0.090
H 1.71557 3.86047 -4.85536 0.068
H 1.63699 5.60604 -5.23190 0.088
H 2.89494 6.07551 -3.48525 0.121
H 4.59996 6.16071 -3.92929 0.119
H 4.50061 5.04374 -1.80597 0.123
H 5.00838 3.90869 -3.06756 0.097
H 2.55628 3.31967 -3.12670 0.061
H 2.50464 1.86077 -1.37842 0.113
H 3.75968 2.75734 -0.54037 0.101
H 4.69593 0.74115 -1.33264 0.113
H 5.42941 1.97018 -2.32801 0.112
H 4.83208 2.13211 -4.55245 0.088
H 3.04313 1.93954 -4.56216 0.066
H 4.07049 0.70371 -5.26754 0.089
C -3.89893 -3.35551 -3.68347 -0.112
O -4.52532 -3.06882 -2.44531 -0.191
C -5.23401 -4.16717 -1.87736 -0.209
C -4.47831 -4.77762 -0.70031 -0.211
N -3.28169 -5.49355 -1.13522 -0.053
C -2.32106 -5.79378 -0.06984 -0.193
C -1.79648 -4.64737 0.80427 -0.222
O -0.90857 -3.75501 0.14462 -0.201
C -1.53454 -2.81667 -0.71502 -0.106
H -3.64013 -2.40596 -4.15497 0.091
H -2.97184 -3.91856 -3.54283 0.068
H -4.56449 -3.90594 -4.35443 0.088
H -5.49022 -4.92109 -2.63105 0.121
H -6.17404 -3.75757 -1.49538 0.120
H -5.13780 -5.47459 -0.17466 0.122
H -4.23712 -3.95760 -0.01626 0.097
H -2.80389 -4.94897 -1.84112 0.061
H -1.45904 -6.26098 -0.55508 0.121
H -2.76421 -6.55385 0.58368 0.116
H -1.20421 -5.10439 1.60240 0.121
H -2.59456 -4.09426 1.31102 0.109
H -2.48727 -2.45864 -0.31803 0.087
H -1.66265 -3.25015 -1.70800 0.070
H -0.86630 -1.96055 -0.82376 0.078
```

The LUMO energy is 0.060 eV. The HOMO energy is -8.30 eV. Its energy is -5015.6579 hartree.


(4)
C30H20AsBrN2O6Pt | ωB97M-V with the def2-TZVPD basis set

The geometry in XYZ format:
```
61
Properties=species:S:1:pos:R:3:nbo_charge:R:1
Pt 0.69852 1.28430 -1.02717 1.471
O -1.61645 1.68418 4.49130 -0.643
C -1.93091 2.73283 3.74367 0.776
O -2.60868 3.63802 4.13217 -0.529
C -1.39492 2.78333 2.33889 -0.215
C -1.70637 3.83818 1.49198 0.077
N -1.09128 3.62085 0.32558 -0.291
N -0.37743 2.48615 0.36507 -0.358
C -0.56683 1.95859 1.57827 0.061
C 0.09435 0.64969 1.86403 0.775
O 0.01808 0.10452 2.93709 -0.560
O 0.78942 0.17904 0.84886 -0.746
H -1.05852 1.03268 4.02138 0.509
H -2.32296 4.70289 1.67389 0.280
H -1.13867 4.16733 -0.52115 0.443
Br -1.11090 -2.83190 -3.35853 0.130
C -1.85827 -1.39619 -4.32102 -0.035
C -2.65448 -1.72152 -5.40891 -0.242
C -3.23664 -0.72119 -6.17032 -0.116
C -3.03142 0.61968 -5.86113 -0.214
C -2.23994 0.94927 -4.78231 -0.130
C -1.64268 -0.04901 -3.99592 -0.208
C -0.82490 0.39810 -2.88284 0.768
O -0.62649 1.65337 -2.65004 -0.669
O -0.23138 -0.38144 -2.06393 -0.602
H -2.82013 -2.76110 -5.65377 0.250
H -3.85788 -0.99588 -7.01180 0.244
H -3.49007 1.39578 -6.45572 0.244
H -2.07666 1.98587 -4.52344 0.239
C 6.70727 -2.44039 1.95069 -0.118
C 6.41874 -1.09501 1.75540 -0.187
C 5.24454 -0.72287 1.12594 -0.217
C 4.38407 -1.72264 0.66805 -0.290
C 4.64905 -3.07753 0.89435 -0.208
C 5.82642 -3.42958 1.52745 -0.183
As 2.78464 -1.29679 -0.22769 1.479
C 2.61909 -2.01998 -1.98565 -0.368
C 2.46669 -3.34890 -2.33856 -0.167
C 2.37053 -3.66247 -3.68974 -0.156
C 2.40614 -2.66058 -4.64976 -0.150
C 2.53881 -1.32619 -4.28505 -0.182
C 2.63922 -0.99324 -2.94086 -0.036
C 2.79404 0.37249 -2.41846 0.082
C 2.89649 1.54437 -3.18196 -0.182
C 3.09899 2.77114 -2.55955 -0.151
C 3.17148 2.87424 -1.17050 -0.171
C 3.03937 1.73147 -0.37311 -0.252
C 2.86783 0.48005 -1.00338 -0.465
H 7.62745 -2.72293 2.44456 0.248
H 7.11087 -0.33990 2.10091 0.247
H 5.02269 0.32573 0.98118 0.218
H 3.95305 -3.84543 0.57976 0.230
H 6.05566 -4.47090 1.70293 0.250
H 2.41567 -4.13221 -1.59431 0.240
H 2.25838 -4.69432 -3.99240 0.250
H 2.32863 -2.92073 -5.69639 0.248
H 2.56860 -0.56615 -5.05428 0.231
H 2.82843 1.49727 -4.25986 0.253
H 3.19826 3.66129 -3.16550 0.261
H 3.32597 3.83619 -0.70122 0.263
H 3.10420 1.80095 0.70569 0.273
```

The LUMO energy (alpha / beta) is -6.494 / -9.153 eV. The calculation puts the energy above the lowest of the compared OMol25 structures with the same formula, charge and spin at 0.0 kcal/mol. The HOMO energy (alpha / beta) is -14.21 / -14.20 eV. The multiplicity is 5. The charge is +2. Its energy is -6644.6007 hartree.


Which value of energy does entry 1 give? -2952.0714 hartree


Which of these has the lowest energy? C30H20AsBrN2O6Pt